Formula: C4H8O
Source: the Open Molecules 2025 dataset
Level of theory: ωB97M-V/def2-TZVPD

Cartesian coordinates (Å):
O (-1.05, 0.22, 1.89)
C (0.97, -0.25, -1.02)
C (0.37, 1.07, -0.67)
C (-0.41, -0.20, -0.44)
C (-0.68, -0.77, 0.95)
H (-1.24, -0.32, -1.15)
H (1.13, -0.52, -2.06)
H (0.78, 1.64, 0.16)
H (-1.53, -1.47, 0.93)
H (0.18, -1.35, 1.31)
H (0.03, 1.71, -1.48)
H (1.75, -0.62, -0.35)
H (-0.31, 0.84, 1.93)

Output
Energy above the lowest of the compared OMol25 structures with the same formula, charge and spin: 1.218 eV
LUMO: 1.0522 eV
SMILES: OCC1CC1
Frontier orbital gap: 11.32 eV



Formula: C7H18O2
Source: the Open Molecules 2025 dataset
Level of theory: ωB97M-V/def2-TZVPD

Cartesian coordinates (Å):
O (-1.67, -0.63, -0.81)
O (-3.85, -0.03, -0.51)
C (3.30, 0.28, 0.52)
C (-2.55, 0.14, -0.11)
C (1.31, -1.19, 0.98)
C (-2.45, -0.07, 1.39)
C (-1.85, 1.77, -0.63)
C (1.98, -0.68, -1.39)
C (1.92, -0.15, 0.04)
H (1.94, -2.09, 1.00)
H (2.35, 0.08, -2.08)
H (0.99, -1.00, -1.72)
H (-1.28, -0.05, -1.53)
H (2.65, -1.54, -1.45)
H (-2.29, 2.67, -0.22)
H (3.72, 1.05, -0.13)
H (3.26, 0.69, 1.53)
H (1.23, -0.81, 1.99)
H (3.99, -0.57, 0.52)
H (-2.21, 1.65, -1.64)
H (-0.89, 1.58, -0.17)
H (-1.43, 0.11, 1.72)
H (0.32, -1.49, 0.63)
H (-2.71, -1.10, 1.62)
H (-3.14, 0.60, 1.90)
H (1.27, 0.73, 0.04)
H (-3.90, 0.04, -1.48)

Output
Energy above the lowest of the compared OMol25 structures with the same formula, charge and spin: 0.696 eV
LUMO: 0.7243 eV
SMILES: CC(C)(O)O.CC(C)C
Frontier orbital gap: 10.18 eV



Formula: C4H8S
Source: the Open Molecules 2025 dataset
Level of theory: ωB97M-V/def2-TZVPD

Cartesian coordinates (Å):
S (1.04, 0.30, -1.96)
C (-0.23, -0.41, 0.69)
C (0.92, 0.18, 1.36)
C (-0.27, -0.47, -0.91)
C (-1.30, 0.42, -0.13)
H (-0.57, -1.39, 1.15)
H (-0.93, 1.41, 0.02)
H (-2.41, 0.14, -0.08)
H (-0.65, -1.37, -1.40)
H (1.74, -0.57, 1.51)
H (0.34, 0.08, -3.10)
H (0.87, 0.82, 2.21)
H (1.45, 0.86, 0.64)

Output
Energy above the lowest of the compared OMol25 structures with the same formula, charge and spin: 1.142 eV
LUMO: 0.9386 eV
SMILES: C[C@H]1C[C@H]1S
Frontier orbital gap: 9.75 eV